A structure of composition C20H51CuN21O14. Source: OMol25; level of theory: wB97M-V/def2-TZVPD.

Properties
Total charge = 0
E_HOMO (alpha / beta) = -8.16 / -8.16 eV
Multiplicity = 2
Orbital gap (alpha / beta) = 7.5 / 5.7 eV

Each line ends with the Mulliken charge.
Positions of all 107 atoms, in Å:
Cu -0.20873 0.11149 -0.18898  1.7637
N -1.11815 3.44051 -0.75542  0.6731
O -1.06681 2.22582 -0.52095  -0.3502
O -2.20152 3.95575 -0.88808  -0.6082
O -0.12115 4.06651 -0.88959  -0.9033
N -0.28590 -1.96663 2.92140  0.6563
O -0.28516 -3.14831 2.61465  -0.8535
O -0.11776 -1.19641 1.96691  0.2657
O -0.47039 -1.62583 4.09873  -0.7326
C 1.48716 -2.63374 -0.70611  -0.3115
O 0.72064 -1.73896 -0.74910  0.3887
N 1.55342 -3.47173 0.28544  -0.2150
N 2.21954 -3.09977 -1.71254  -0.2485
H 1.00154 -3.28274 1.10995  0.0271
H 2.25121 -4.20114 0.25157  0.1232
H 2.15270 -2.74278 -2.65498  0.2128
H 2.65619 -4.00754 -1.63908  0.0895
C -4.68078 3.11587 1.19280  0.5793
O -4.91009 3.91409 0.28492  -0.7140
N -5.64179 2.42458 1.74777  -0.3144
N -3.52247 2.95334 1.78620  -0.1980
H -6.48261 2.65250 1.23672  0.1719
H -5.56825 1.84161 2.56925  0.2201
H -3.35251 2.32373 2.55743  0.2804
H -2.72273 3.52602 1.55693  0.1154
C 2.33875 1.32309 -2.14380  -0.3107
O 1.39751 0.80806 -1.51484  0.6522
N 3.13110 0.75472 -2.96605  -0.2807
N 2.62906 2.60188 -2.08539  -0.4282
H 2.96692 -0.23565 -3.07700  0.2711
H 3.88856 1.31665 -3.32742  0.1325
H 2.25802 3.22982 -1.38673  0.0753
H 3.38927 2.97908 -2.63302  0.1169
C -3.23857 -1.44191 0.26228  0.0296
O -2.22971 -0.75921 0.30423  -0.4431
N -4.27801 -1.12067 -0.40800  -0.4032
N -3.42392 -2.54316 0.81721  -0.3082
H -4.15331 -0.51154 -1.20393  0.2186
H -4.96415 -1.86151 -0.42952  0.1154
H -4.22775 -3.10886 0.58497  0.1662
H -2.62439 -2.89311 1.32552  0.2029
C 1.90069 2.08418 1.45921  0.0189
O 0.99733 1.29819 1.18570  0.1067
N 2.04767 3.22829 0.92728  -0.2640
N 2.89536 1.85380 2.20913  -0.2482
H 2.64145 3.90562 1.38418  0.1328
H 1.28986 3.63767 0.39981  0.2215
H 3.69733 2.46218 2.29167  0.1681
H 2.92361 0.92973 2.61582  -0.0461
C 1.69156 0.93618 5.57585  0.5465
O 2.24132 1.48470 6.55248  -0.7298
N 2.17861 0.08760 4.74607  -0.2787
N 0.37874 1.02228 5.35669  -0.1118
H 3.13825 -0.18987 4.89506  0.1722
H 1.66786 -0.39112 4.01801  0.0642
H -0.16989 1.62905 5.94909  0.1155
H -0.03683 0.20075 4.94137  0.1470
C 0.79039 3.65305 -4.86545  0.6090
O 1.57377 4.56900 -4.70645  -0.6884
N 0.19153 3.02478 -3.91731  -0.1392
N 0.55175 3.15969 -6.01624  -0.4320
H -0.51084 2.33719 -4.14968  0.0213
H 0.35825 3.37280 -2.98393  -0.0357
H -0.11024 2.39693 -6.02469  0.1766
H 1.30788 3.10484 -6.68359  0.2353
C -1.33487 0.22794 -3.34425  0.1846
O -1.24094 -0.28625 -2.24308  0.0262
N -0.47178 -0.03802 -4.25521  -0.2082
N -2.33739 0.96882 -3.81007  -0.2920
H -0.42594 0.54338 -5.07982  0.2031
H 0.35034 -0.53898 -3.94984  0.1507
H -2.43160 1.20123 -4.78844  0.2048
H -3.16102 1.06065 -3.23275  0.2028
C -2.06422 -3.73421 -2.23344  -0.9177
C -0.96533 -4.14673 -3.21990  0.4092
C -1.15738 -5.51935 -3.86855  -0.7767
C -1.00901 -6.63599 -2.91194  0.2513
N -0.87588 -7.53428 -2.24395  -0.4104
H -3.04853 -3.94008 -2.65399  0.5113
H -2.00088 -2.67901 -1.96765  -0.1600
H -2.05430 -4.30315 -1.30376  0.4235
H -0.06445 -4.03796 -2.61600  -0.2544
H -0.94174 -3.40268 -4.01610  0.2329
H -0.52841 -5.64097 -4.75043  0.3954
H -2.15226 -5.52280 -4.31386  0.3160
C 4.99715 -1.65196 1.10783  -1.0854
C 5.26148 -0.51924 0.14328  0.5514
C 6.31310 0.52292 0.57654  -0.3006
C 7.45264 -0.04756 1.35876  0.1241
N 8.30057 -0.57517 1.95762  -0.4388
H 4.69047 -1.18309 2.04281  0.2125
H 5.86083 -2.24811 1.40239  0.4704
H 4.29204 -2.40848 0.76343  0.1580
H 4.33206 0.03411 0.00875  -0.5008
H 5.54938 -0.86811 -0.84844  0.4144
H 5.81009 1.21686 1.24998  0.0052
H 6.63094 1.06616 -0.31339  0.4013
N -3.04812 1.44146 4.94253  0.2350
C -2.97336 0.55225 3.85078  -1.4039
C -4.24096 0.07791 3.62639  -0.0669
C -5.06157 0.80750 4.49361  -0.5258
C -4.34259 1.63651 5.35275  -0.7594
H -2.23598 1.73932 5.46387  0.1692
H -2.10321 0.27316 3.27515  0.9718
H -4.58754 -0.65117 2.90894  0.2942
H -6.11524 0.59789 4.60426  0.4823
H -4.64669 2.37377 6.08101  0.4132